(1)
A molecular structure, C4H3N2O5S at a distorted geometry. Source: OMol25; level of theory: ωB97M-V/def2-TZVPD.

Last column: Mulliken charge in e.
Positions of all 15 atoms, in Å:
C: -0.39251 0.12864 0.32379  -0.716
C: 0.86307 0.14858 0.83836  -0.196
C: -0.49162 0.56389 -1.05188  -0.108
C: 1.82614 0.64779 -1.13604  0.760
N: 1.96270 0.35178 0.11375  -0.663
N: 0.55377 0.87425 -1.70638  0.567
O: 0.41947 1.36612 -2.86902  -0.744
O: 2.92414 0.17010 -4.33106  -0.602
O: 1.75469 -1.19800 -2.58966  -0.616
O: 4.19591 -0.89734 -2.73633  -0.623
O: 2.87577 0.98959 -1.81724  -0.492
S: 2.91242 -0.39973 -3.01544  1.165
H: -1.14059 -0.18384 0.98564  0.404
H: 0.91092 -0.11648 1.81568  0.461
H: -1.38009 0.71373 -1.66084  0.404

Atomic forces in eV per Å
C 0.9910 1.1319 -2.5374
C -0.7911 -0.2066 -2.2498
C -3.0479 -1.5557 3.4116
C -0.3822 1.7784 1.4017
N 0.1771 0.0741 0.6337
N 2.0564 0.9005 -1.3334
O 0.6199 0.3074 -0.6295
O -1.3559 0.6389 -0.0798
O 1.2780 0.7573 -0.4266
O 2.0673 -1.4996 1.7221
O -0.5283 -1.4522 -1.8545
S -0.4474 0.0739 -1.7824
H -1.5132 -0.1325 0.2528
H 0.9506 -0.6460 2.9614
H -0.0742 -0.1698 0.5101

Output
calculated total energy: -28248.584 eV
HOMO (spin up / spin down): -0.1811 / -0.1811 Ha
frontier orbital gap (spin up / spin down): 0.308 / 0.308 Ha
energy relative to the best compared isomer or geometry (same formula, charge and spin): 69.47 kcal per mole
total charge: -1

=====

(2)
A single C21H29FN2O2 molecule. Source: OMol25; level of theory: ωB97M-V/def2-TZVPD.

Last column: Mulliken charge in e.
Positions of all 55 atoms, in Å:
O: -1.01071 0.58217 0.86238  -0.631
C: -0.83164 -0.54649 0.45017  -0.091
N: -0.04261 -0.81919 -0.60434  0.265
C: 0.68045 0.22236 -1.30388  -1.187
C: 2.08583 0.44493 -0.74033  -0.153
C: 2.97587 -0.78517 -0.91243  -1.072
C: 4.42315 -0.61863 -0.42992  0.463
C: 4.53230 -0.39128 1.09217  -0.804
C: 5.54576 0.73939 1.26899  -0.692
C: 5.32430 1.60412 0.03297  -0.476
C: 5.16012 0.57038 -1.07928  -1.136
C: -1.51225 -1.74101 1.13705  0.372
C: -1.58899 -3.05550 0.36689  -1.455
C: -2.40180 -2.89417 -0.91304  -0.585
C: -3.56626 -1.91736 -0.85213  0.780
O: -4.28330 -1.77738 -1.82804  -0.683
N: -3.75545 -1.21464 0.28301  0.130
C: -4.76897 -0.17132 0.29947  -1.420
C: -4.11385 1.18330 0.22722  0.696
C: -4.22689 2.10523 1.25766  -0.553
C: -3.55651 3.31530 1.19752  -0.525
C: -2.75308 3.61712 0.11384  -0.649
C: -2.65063 2.68861 -0.90516  0.434
F: -1.86281 2.96839 -1.96849  -0.391
C: -3.32083 1.48404 -0.87279  -0.404
C: -2.94361 -1.32536 1.47570  -1.070
H: 0.17879 -1.77087 -0.84024  0.353
H: 0.73094 -0.04626 -2.36221  0.590
H: 0.09856 1.13981 -1.19495  0.077
H: 2.52172 1.29744 -1.26024  0.328
H: 1.98886 0.70562 0.31380  0.282
H: 2.99808 -1.05316 -1.97284  0.321
H: 2.53829 -1.62604 -0.36663  0.224
H: 4.94414 -1.54506 -0.69214  0.533
H: 4.83837 -1.29756 1.61416  0.359
H: 3.56904 -0.08488 1.49868  0.186
H: 5.39955 1.28594 2.19965  0.373
H: 6.56119 0.33926 1.26082  0.293
H: 4.41017 2.18730 0.14932  0.196
H: 6.14959 2.28963 -0.15519  0.395
H: 6.14561 0.24878 -1.41977  0.327
H: 4.62601 0.96496 -1.94191  0.381
H: -0.96993 -1.89415 2.07783  0.530
H: -0.59715 -3.45610 0.14191  0.425
H: -2.07984 -3.78484 1.01679  0.500
H: -1.77821 -2.53457 -1.73596  0.202
H: -2.80849 -3.85575 -1.23410  0.477
H: -5.40146 -0.33741 -0.57711  0.445
H: -5.37088 -0.26843 1.20756  0.408
H: -4.84086 1.87484 2.11665  0.391
H: -3.64899 4.02261 2.00777  0.378
H: -2.20695 4.54494 0.05406  0.473
H: -3.21879 0.78287 -1.68652  0.523
H: -3.39497 -2.05149 2.16581  0.429
H: -2.91999 -0.34527 1.95977  0.437

Atomic forces in eV per Å
O 0.0794 0.2297 0.1557
C -0.1451 -0.4104 0.2792
N 0.2747 -0.1917 -0.3948
C 0.1872 0.3548 0.1309
C -0.1176 -0.3027 -0.1421
C 0.1409 0.2012 0.0890
C -0.1337 -0.2338 -0.1151
C 0.1516 -0.0776 0.0258
C -0.1231 0.0784 0.0723
C 0.1821 -0.0355 -0.0301
C 0.0002 0.0352 0.0126
C -0.2345 0.0742 0.1933
C 0.0733 0.1254 -0.0312
C -0.0247 -0.0960 -0.0560
C 0.1117 -0.3754 -0.1725
O -0.0637 0.0001 -0.3542
N -0.0876 0.2209 0.1559
C -0.2082 0.0104 -0.2331
C -0.0399 0.1627 0.1015
C -0.1087 -0.1250 -0.0292
C 0.0514 0.0327 -0.0115
C 0.0814 -0.0064 -0.1461
C -0.1880 -0.0973 0.0893
F -0.0182 -0.0171 0.0656
C 0.0472 0.2325 -0.0755
C 0.3539 -0.0882 0.3503
H -0.1686 -0.0109 0.1007
H -0.0220 0.0460 0.0260
H 0.0160 -0.1077 -0.1319
H 0.0543 0.1159 0.0047
H -0.0022 0.1036 0.0315
H -0.0528 -0.0741 -0.0542
H -0.0561 -0.0807 -0.0372
H -0.0172 0.0614 0.0278
H -0.0816 -0.0350 0.0491
H -0.0706 -0.0105 0.0637
H 0.0842 0.0021 0.0678
H 0.0676 0.0034 0.0258
H -0.0613 0.0747 0.0101
H -0.0319 0.1069 -0.0060
H 0.0181 0.0198 -0.0526
H 0.0114 0.0059 -0.1273
H -0.0688 0.0409 -0.0664
H -0.0125 -0.0662 0.0287
H 0.0998 0.0008 0.0118
H -0.1102 -0.0287 0.0251
H -0.0178 0.1081 -0.0445
H 0.0218 0.0218 0.2351
H 0.0173 0.0378 -0.0562
H -0.0599 -0.0473 0.0861
H 0.0027 0.0688 0.0625
H 0.0600 0.0906 -0.0316
H 0.0466 -0.0940 -0.1403
H 0.1055 0.0842 0.0066
H -0.0139 -0.1388 -0.0452

Output
calculated total energy: -32042.076 eV
HOMO: -0.3297 Ha
frontier orbital gap: 0.350 Ha
SMILES string: O=C(NCCCC1CCCC1)[C@@H]1CCC(=O)N(Cc2cccc(F)c2)C1
energy relative to the best compared isomer or geometry (same formula, charge and spin): 8.72 kcal per mole